{"formula": "C42H44Cl5N3O2OsSi", "method": "the ωB97M-V functional and the def2-TZVPD basis", "gap_ev": [3.221, 3.218], "homo_energy_ev": [-6.06, -6.05], "multiplicity": 1, "symbols": ["Os", "C", "C", "C", "C", "C", "C", "C", "C", "N", "C", "C", "C", "C", "N", "C", "C", "C", "C", "C", "C", "C", "C", "H", "H", "H", "H", "H", "H", "H", "H", "H", "H", "H", "H", "H", "H", "H", "H", "H", "H", "H", "H", "H", "H", "H", "H", "Cl", "C", "C", "Cl", "C", "Cl", "C", "O", "C", "O", "C", "Cl", "C", "Si", "C", "C", "N", "C", "C", "C", "C", "C", "C", "H", "H", "H", "H", "H", "H", "H", "H", "H", "H", "H", "H", "H", "H", "Cl", "C", "C", "C", "C", "C", "C", "C", "H", "H", "H", "H", "H", "H"], "positions_angstrom": [[0.41, -0.33, -0.16], [3.01, 2.54, 1.45], [2.08, 3.20, 0.47], [2.49, 4.38, -0.13], [1.69, 5.03, -1.06], [0.46, 4.49, -1.37], [0.00, 3.32, -0.78], [-1.37, 2.83, -1.13], [0.82, 2.67, 0.14], [0.40, 1.44, 0.76], [0.01, 1.44, 2.05], [-0.10, 2.69, 2.87], [-0.37, 0.19, 2.55], [-0.72, 0.01, 3.99], [-0.34, -0.81, 1.64], [-1.10, -2.02, 1.90], [-2.45, -1.94, 2.29], [-3.24, -0.67, 2.44], [-3.16, -3.11, 2.53], [-2.57, -4.35, 2.39], [-1.26, -4.42, 1.99], [-0.51, -3.28, 1.73], [0.91, -3.51, 1.28], [4.02, 2.93, 1.33], [3.04, 1.47, 1.31], [2.71, 2.74, 2.49], [3.46, 4.78, 0.12], [2.03, 5.94, -1.53], [-0.18, 4.99, -2.09], [-1.89, 3.56, -1.76], [-1.97, 2.68, -0.23], [-1.32, 1.89, -1.67], [0.04, 3.58, 2.27], [0.65, 2.69, 3.67], [-1.08, 2.75, 3.35], [0.13, 0.33, 4.60], [-0.93, -1.02, 4.23], [-1.58, 0.62, 4.29], [-2.70, 0.23, 2.19], [-3.59, -0.56, 3.47], [-4.13, -0.70, 1.81], [-4.20, -3.03, 2.82], [-3.14, -5.25, 2.59], [-0.78, -5.38, 1.85], [0.93, -4.30, 0.53], [1.54, -3.81, 2.12], [1.35, -2.64, 0.83], [-1.30, -0.94, -6.71], [-1.01, -1.26, -5.05], [-1.36, -2.49, -4.50], [-2.06, -3.72, -5.49], [-1.15, -2.74, -3.14], [-1.59, -4.23, -2.41], [-0.57, -1.76, -2.35], [-0.39, -1.89, -1.04], [-0.21, -0.52, -2.90], [0.32, 0.37, -2.06], [-0.44, -0.27, -4.25], [-0.06, 1.29, -4.87], [2.94, 1.36, -2.53], [3.38, -0.18, -1.56], [3.25, -1.63, -2.74], [5.14, 0.11, -0.95], [2.35, -0.53, -0.11], [2.99, -1.16, 0.99], [2.79, -0.75, 2.31], [3.38, -1.43, 3.37], [4.20, -2.52, 3.14], [4.41, -2.94, 1.83], [3.81, -2.27, 0.78], [3.89, 1.73, -2.94], [2.50, 2.15, -1.93], [2.27, 1.15, -3.35], [3.85, -1.43, -3.63], [2.22, -1.76, -3.06], [3.58, -2.59, -2.32], [5.85, -0.34, -1.64], [5.36, -0.27, 0.04], [5.32, 1.19, -0.95], [2.17, 0.10, 2.52], [3.21, -1.08, 4.38], [4.66, -3.05, 3.97], [5.04, -3.80, 1.63], [3.96, -2.65, -0.23], [-4.11, 2.42, 1.12], [-4.82, 1.83, -0.35], [-5.98, 2.46, -0.77], [-6.62, 2.04, -1.93], [-6.10, 0.98, -2.67], [-4.95, 0.35, -2.25], [-4.25, 0.75, -1.07], [-3.08, 0.06, -0.74], [-6.38, 3.28, -0.19], [-7.53, 2.54, -2.25], [-6.60, 0.64, -3.57], [-4.54, -0.47, -2.82], [-2.77, -0.77, -1.35], [-2.48, 0.31, 0.13]]}



{"formula": "C42H44CuF9GeN3O8P2S", "method": "the ωB97M-V functional and the def2-TZVPD basis", "gap_ev": [5.175, 7.486], "homo_energy_ev": [-5.51, -7.82], "multiplicity": 2, "symbols": ["Cu", "C", "P", "C", "C", "H", "H", "H", "H", "H", "H", "H", "H", "H", "O", "N", "O", "C", "C", "C", "C", "O", "C", "C", "N", "O", "O", "N", "O", "O", "H", "H", "F", "C", "F", "F", "C", "C", "C", "C", "C", "C", "P", "C", "C", "C", "C", "C", "C", "C", "F", "F", "F", "C", "C", "C", "C", "C", "C", "C", "F", "F", "F", "H", "H", "H", "H", "H", "H", "H", "H", "H", "H", "H", "H", "C", "C", "C", "C", "C", "C", "C", "S", "C", "O", "H", "H", "H", "H", "H", "H", "H", "H", "H", "H", "C", "Ge", "C", "C", "C", "H", "H", "H", "H", "H", "H", "H", "H", "H", "H", "H"], "positions_angstrom": [[-0.60, 0.79, -0.07], [0.52, -0.20, 3.13], [0.60, -1.83, 2.38], [2.01, -2.66, 3.11], [-0.87, -2.76, 2.83], [0.22, -0.30, 4.17], [-0.19, 0.44, 2.60], [1.51, 0.25, 3.06], [1.94, -2.62, 4.20], [2.92, -2.15, 2.79], [2.05, -3.71, 2.80], [-1.02, -2.76, 3.91], [-0.77, -3.79, 2.48], [-1.74, -2.32, 2.34], [4.02, 6.47, 2.04], [4.52, 5.37, 1.95], [5.70, 5.13, 2.17], [3.66, 4.24, 1.61], [2.30, 4.47, 1.41], [1.45, 3.42, 1.07], [1.98, 2.08, 0.85], [1.35, 1.14, 0.28], [3.36, 1.94, 1.18], [4.21, 2.99, 1.51], [3.98, 0.64, 1.08], [5.15, 0.58, 0.75], [3.33, -0.36, 1.40], [0.10, 3.72, 0.91], [-0.27, 4.92, 0.95], [-0.80, 2.78, 0.80], [1.88, 5.46, 1.52], [5.26, 2.83, 1.68], [-5.36, 2.90, 6.31], [-4.07, 3.11, 5.98], [-3.88, 4.44, 6.01], [-3.33, 2.58, 6.96], [-3.75, 2.51, 4.64], [-3.27, 1.22, 4.56], [-3.01, 0.66, 3.32], [-3.24, 1.38, 2.15], [-3.72, 2.68, 2.25], [-3.97, 3.25, 3.49], [-2.75, 0.67, 0.55], [-3.68, 1.60, -0.72], [-3.19, 2.84, -1.13], [-3.83, 3.53, -2.14], [-4.94, 2.98, -2.77], [-5.43, 1.75, -2.37], [-4.81, 1.06, -1.35], [-5.57, 3.72, -3.92], [-5.67, 5.04, -3.67], [-6.79, 3.27, -4.21], [-4.83, 3.60, -5.04], [-3.50, -0.99, 0.51], [-4.50, -1.43, 1.37], [-4.92, -2.75, 1.35], [-4.36, -3.64, 0.45], [-3.39, -3.20, -0.46], [-2.96, -1.89, -0.42], [-4.77, -5.08, 0.41], [-5.38, -5.40, -0.74], [-3.70, -5.89, 0.52], [-5.61, -5.40, 1.40], [-3.08, 0.65, 5.46], [-2.63, -0.35, 3.27], [-3.88, 3.27, 1.36], [-4.33, 4.27, 3.55], [-2.32, 3.25, -0.64], [-3.45, 4.50, -2.45], [-6.30, 1.33, -2.86], [-5.20, 0.10, -1.04], [-4.94, -0.74, 2.08], [-5.68, -3.09, 2.04], [-2.97, -3.90, -1.18], [-2.20, -1.54, -1.11], [5.76, 1.89, -2.11], [4.27, 1.83, -2.33], [3.66, 0.67, -2.79], [2.29, 0.61, -2.98], [1.52, 1.73, -2.71], [2.11, 2.90, -2.24], [3.48, 2.94, -2.06], [-0.24, 1.69, -2.77], [-0.52, 1.55, -4.53], [-0.68, 0.35, -2.21], [6.24, 0.97, -2.42], [5.98, 2.05, -1.06], [6.20, 2.72, -2.68], [4.27, -0.21, -2.99], [1.82, -0.31, -3.31], [1.49, 3.74, -1.97], [3.94, 3.85, -1.67], [-0.04, 0.65, -4.90], [-0.10, 2.43, -5.01], [-1.60, 1.50, -4.68], [0.55, -5.07, 0.41], [1.21, -3.41, -0.41], [3.16, -3.40, -0.55], [0.36, -3.18, -2.15], [0.70, -1.79, 0.62], [0.91, -5.91, -0.18], [-0.54, -5.11, 0.40], [0.90, -5.22, 1.43], [3.49, -4.17, -1.25], [3.63, -3.59, 0.42], [3.50, -2.43, -0.90], [0.63, -3.99, -2.82], [0.65, -2.23, -2.59], [-0.72, -3.18, -2.04], [-0.27, -1.44, 0.26], [1.44, -1.02, 0.37]]}



{"formula": "C42H44N3O7PbS2", "method": "the ωB97M-V functional and the def2-TZVPD basis", "total_charge": 1, "gap_ev": 6.667, "homo_energy_ev": -9.97, "multiplicity": 1, "symbols": ["Pb", "O", "C", "C", "N", "C", "C", "O", "O", "C", "C", "O", "O", "H", "H", "H", "H", "H", "H", "H", "H", "H", "C", "C", "C", "C", "C", "C", "C", "S", "O", "C", "C", "C", "C", "C", "C", "C", "C", "C", "C", "C", "C", "C", "C", "C", "C", "C", "C", "C", "C", "S", "O", "C", "C", "C", "C", "C", "C", "C", "H", "H", "H", "H", "H", "H", "H", "H", "H", "H", "H", "H", "H", "H", "H", "H", "H", "H", "H", "H", "H", "H", "H", "H", "H", "H", "N", "C", "C", "N", "H", "H", "H", "H", "H", "H", "H", "H", "H"], "positions_angstrom": [[1.93, 0.18, -2.42], [3.49, -2.01, -2.78], [4.92, -1.75, -2.59], [5.24, -0.28, -2.82], [4.58, 0.66, -1.88], [4.78, 2.09, -2.27], [3.94, 2.56, -3.43], [4.40, 3.37, -4.23], [2.73, 2.05, -3.46], [4.91, 0.47, -0.44], [3.69, 0.25, 0.44], [3.75, 0.63, 1.62], [2.71, -0.33, -0.16], [3.12, -2.56, -2.05], [5.45, -2.36, -3.34], [5.19, -2.06, -1.57], [4.91, 0.00, -3.84], [6.35, -0.17, -2.77], [5.86, 2.25, -2.42], [4.50, 2.73, -1.41], [5.49, 1.35, -0.11], [5.58, -0.42, -0.32], [-0.68, 5.73, 4.65], [-0.39, 4.63, 3.66], [0.40, 3.51, 4.00], [0.70, 2.53, 3.06], [0.18, 2.62, 1.77], [-0.60, 3.69, 1.40], [-0.89, 4.67, 2.35], [0.43, 1.27, 0.61], [0.76, 1.93, -0.72], [-1.28, 0.62, 0.45], [-2.24, 1.23, -0.39], [-3.43, 0.54, -0.68], [-3.69, -0.72, -0.15], [-4.87, -1.41, -0.48], [-5.17, -2.59, 0.18], [-4.35, -3.07, 1.20], [-3.17, -2.41, 1.55], [-2.77, -1.27, 0.82], [-1.52, -0.61, 1.06], [-0.46, -1.25, 1.98], [-0.41, -0.98, 3.39], [-1.42, -0.25, 4.03], [-1.29, 0.08, 5.37], [-0.21, -0.36, 6.14], [0.82, -1.09, 5.55], [0.73, -1.42, 4.19], [1.72, -2.17, 3.54], [1.66, -2.43, 2.18], [0.56, -2.02, 1.41], [0.74, -2.28, -0.38], [1.94, -3.16, -0.68], [-0.63, -3.33, -0.78], [-1.47, -3.01, -1.83], [-2.53, -3.85, -2.18], [-2.79, -5.02, -1.47], [-3.94, -5.95, -1.74], [-1.87, -5.35, -0.43], [-0.80, -4.54, -0.11], [-0.06, 5.63, 5.55], [-1.74, 5.70, 5.01], [-0.50, 6.69, 4.17], [0.75, 3.41, 5.01], [1.36, 1.70, 3.32], [-0.94, 3.78, 0.38], [-1.53, 5.48, 2.08], [-2.02, 2.21, -0.80], [-4.15, 0.95, -1.35], [-5.51, -1.02, -1.26], [-6.05, -3.14, -0.10], [-4.62, -3.98, 1.73], [-2.57, -2.77, 2.38], [-2.30, 0.03, 3.46], [-2.05, 0.70, 5.83], [-0.16, -0.12, 7.19], [1.68, -1.45, 6.10], [2.56, -2.50, 4.15], [2.48, -2.95, 1.68], [-1.30, -2.11, -2.40], [-3.17, -3.53, -3.00], [-4.62, -5.53, -2.49], [-4.55, -6.07, -0.81], [-3.60, -6.96, -2.03], [-2.06, -6.22, 0.15], [-0.07, -4.86, 0.62], [-0.66, 4.55, -4.52], [-1.34, 3.23, -4.49], [-0.33, 2.24, -3.90], [-0.83, 0.86, -3.73], [-1.21, 5.34, -4.90], [0.16, 4.44, -5.12], [-0.33, 4.77, -3.57], [-1.62, 2.95, -5.52], [-2.27, 3.28, -3.89], [-0.01, 2.61, -2.91], [0.57, 2.24, -4.53], [-1.03, 0.43, -4.63], [-1.62, 0.81, -3.10]]}



{"formula": "C42H45BN10ORbS3", "method": "the ωB97M-V functional and the def2-TZVPD basis", "total_charge": -2, "gap_ev": [5.041, 2.967], "homo_energy_ev": [-1.63, -1.63], "multiplicity": 2, "symbols": ["Rb", "C", "N", "C", "C", "N", "C", "C", "C", "C", "C", "C", "C", "S", "C", "C", "C", "C", "C", "C", "S", "H", "H", "H", "H", "H", "H", "H", "H", "H", "H", "H", "H", "H", "H", "H", "H", "H", "H", "C", "C", "C", "C", "N", "N", "B", "N", "C", "C", "C", "C", "N", "N", "C", "C", "C", "C", "N", "N", "C", "C", "C", "C", "N", "H", "H", "H", "H", "H", "H", "H", "H", "H", "H", "H", "H", "H", "H", "H", "H", "H", "H", "H", "H", "C", "C", "O", "S", "C", "C", "C", "C", "C", "C", "C", "C", "H", "H", "H", "H", "H", "H", "H"], "positions_angstrom": [[-15.88, -13.38, -15.44], [-12.92, -14.37, -17.47], [-12.19, -13.68, -16.37], [-11.42, -14.57, -15.65], [-12.17, -15.83, -15.11], [-13.38, -15.54, -14.35], [-13.19, -14.57, -13.26], [-14.08, -16.78, -14.08], [-14.29, -17.14, -12.74], [-14.97, -18.33, -12.33], [-15.43, -19.16, -13.36], [-15.18, -18.80, -14.67], [-14.54, -17.68, -15.15], [-14.33, -17.56, -16.88], [-11.47, -12.45, -16.79], [-10.19, -12.27, -16.45], [-9.50, -11.10, -16.77], [-10.13, -10.14, -17.47], [-11.42, -10.30, -17.92], [-12.10, -11.43, -17.48], [-13.85, -11.38, -17.58], [-13.34, -13.53, -18.05], [-13.75, -14.92, -17.01], [-12.28, -15.08, -18.01], [-11.05, -13.99, -14.77], [-10.49, -14.96, -16.13], [-11.46, -16.50, -14.59], [-12.47, -16.40, -16.00], [-12.52, -15.05, -12.47], [-14.19, -14.43, -12.80], [-12.82, -13.62, -13.66], [-13.88, -16.50, -11.94], [-14.97, -18.50, -11.25], [-16.11, -20.06, -13.17], [-15.58, -19.51, -15.40], [-9.67, -13.07, -15.93], [-8.38, -10.98, -16.57], [-9.56, -9.27, -17.68], [-11.94, -9.49, -18.40], [-18.89, -9.97, -16.17], [-19.42, -11.09, -16.99], [-20.35, -10.99, -18.03], [-20.41, -12.31, -18.49], [-19.61, -13.09, -17.75], [-18.91, -12.31, -16.83], [-19.23, -14.60, -17.72], [-19.42, -15.14, -16.24], [-20.52, -15.59, -15.58], [-20.16, -15.87, -14.29], [-18.78, -15.60, -14.24], [-17.85, -15.82, -13.05], [-18.31, -15.20, -15.41], [-17.84, -14.74, -18.28], [-16.79, -15.53, -18.02], [-15.82, -15.33, -18.92], [-16.35, -14.33, -19.79], [-15.79, -13.54, -20.94], [-17.56, -13.96, -19.36], [-20.22, -15.47, -18.58], [-19.87, -16.46, -19.45], [-21.01, -16.97, -20.03], [-22.04, -16.36, -19.31], [-23.51, -16.59, -19.34], [-21.58, -15.42, -18.46], [-19.57, -9.76, -15.40], [-18.75, -9.09, -16.82], [-17.92, -10.30, -15.70], [-20.87, -10.12, -18.37], [-21.00, -12.81, -19.24], [-21.50, -15.65, -16.00], [-20.87, -16.24, -13.55], [-16.91, -16.27, -13.31], [-18.41, -16.43, -12.40], [-17.67, -14.93, -12.47], [-16.68, -16.16, -17.18], [-14.84, -15.83, -18.92], [-15.05, -14.08, -21.59], [-15.26, -12.62, -20.57], [-16.62, -13.21, -21.58], [-18.81, -16.73, -19.55], [-21.03, -17.78, -20.79], [-23.75, -17.45, -18.71], [-23.92, -16.72, -20.36], [-23.98, -15.66, -18.96], [-9.22, -12.53, -9.35], [-9.27, -11.83, -8.02], [-8.40, -11.90, -7.14], [-10.77, -10.92, -7.71], [-11.76, -11.19, -9.11], [-11.56, -10.47, -10.31], [-12.53, -10.67, -11.30], [-13.62, -11.64, -11.16], [-13.62, -12.44, -10.03], [-12.70, -12.18, -9.03], [-14.66, -11.70, -12.11], [-15.69, -11.78, -12.80], [-8.31, -13.09, -9.47], [-9.27, -11.78, -10.20], [-10.06, -13.14, -9.49], [-10.76, -9.70, -10.35], [-12.55, -9.94, -12.14], [-14.36, -13.21, -9.95], [-12.81, -12.81, -8.15]]}



The records above give, respectively, E_tot values of -125790.74597; -220139.33580; -89984.04668; -95070.33746 eV.
The records above give, respectively, energy relative to the best compared isomer or geometry (same formula, charge and spin) values of 0.2; 170.8; 19.3; 174.9 kJ/mol.